Arrangement P

Computed, not measured: a structure of composition C4H10N2O2, with the ωB97M-V functional and the def2-TZVPD basis.

Geometry as XYZ:
```
18
Properties=species:S:1:pos:R:3
O -1.8384 0.0290 -0.4655
C -1.3319 0.0102 -1.5764
O -0.0815 0.3239 -1.7979
C -2.0738 -0.4898 -2.7808
H -1.4632 -1.2354 -3.2751
H -3.0250 -0.8921 -2.4701
H -2.2328 0.3344 -3.4729
C 1.4433 0.3574 1.0896
C 1.2685 -0.3831 2.2441
N 2.2491 -0.9100 2.9558
N 0.4169 1.0361 0.4886
H 2.3854 0.4456 0.6267
H 0.2793 -0.5050 2.6360
H 2.2240 -1.9183 3.1057
H 3.1653 -0.6921 2.5753
H 0.3043 0.7767 -0.8258
H 0.4803 2.0432 0.6417
H -0.5354 0.7013 0.7272
```

Properties
Charge ... +1
Multiplicity ... 2
⟨S²⟩ ... 0.758
E_HOMO (spin up / spin down) ... -13.590 / -13.551 eV



Arrangement Q

Computed, not measured: the ion C4H10N2O2 with charge +1, with the ωB97M-V functional and the def2-TZVPD basis.

Geometry as XYZ:
```
18
Properties=species:S:1:pos:R:3
O 1.2853 1.7448 0.4577
C 0.5991 0.7515 0.5086
N 0.1895 0.1026 1.6075
C -0.9710 -0.7308 1.7786
O -2.2008 -0.0558 1.4906
C 0.1217 0.1125 -0.8229
C 1.1392 -0.8461 -1.4367
N -0.2692 1.1333 -1.7457
H 0.6651 0.3804 2.4553
H -1.0071 -1.7283 1.3352
H -1.0498 -0.8975 2.8434
H -2.0492 0.8531 1.2115
H -0.7991 -0.4599 -0.6395
H 1.1467 -1.7544 -0.8571
H 0.8837 -1.0468 -2.4572
H 2.1643 -0.4649 -1.4796
H -0.0379 0.8593 -2.7107
H 0.1894 2.0469 -1.5390
```

Properties
Charge ... +1
Multiplicity ... 2
⟨S²⟩ ... 0.754
E_HOMO (spin up / spin down) ... -14.526 / -14.517 eV



It is arrangement Q that is the least stable of them.



Arrangement P

Computed, not measured: a cluster of 2 separate species, C2H5O2 in total, with the ωB97M-V functional and the def2-TZVPD basis.

Geometry as XYZ:
```
9
Properties=species:S:1:pos:R:3
O -2.1469 -1.4810 -2.1141
H -2.8689 -1.2231 -1.5260
C -0.0420 -0.1238 0.4367
C 1.2142 0.1551 0.8063
O 1.6821 1.4502 0.9478
H -0.3050 -0.8369 -0.3445
H -0.6959 0.7250 0.6009
H 1.9727 -0.6132 0.9056
H 1.1895 1.9478 0.2873
```

Properties
Charge ... -1
E_HOMO ... -2.138 eV



Arrangement Q

Computed, not measured: a cluster of 2 separate species, C2H5O2 in total, with the ωB97M-V functional and the def2-TZVPD basis.

Geometry as XYZ:
```
9
Properties=species:S:1:pos:R:3
O 0.1370 2.6189 0.3872
H 0.7002 2.4414 -0.3795
C -0.2794 -0.1332 0.6853
C -0.1144 -0.6700 -0.5106
O 0.0973 -2.0843 -0.5365
H -0.3973 1.0825 0.8423
H -0.4636 -0.8463 1.5465
H -0.4311 -0.2193 -1.4751
H 1.0806 -1.9158 -0.3878
```

Properties
Charge ... -1
E_HOMO ... -2.557 eV



It is arrangement Q that is the least stable of them.



Arrangement P

Computed, not measured: the molecule C3H3ClIN3, with the ωB97M-V functional and the def2-TZVPD basis.

Geometry as XYZ:
```
11
Properties=species:S:1:pos:R:3
C -2.5831 3.1685 -0.2435
C -1.6068 2.9408 0.6335
C 0.1848 0.0061 -0.1216
N -1.9771 0.7840 -0.8260
N -0.7274 1.9211 0.6403
N -0.9602 0.9415 -0.1288
Cl -4.0162 3.9040 -0.5336
I -0.9056 4.5809 1.7783
H 0.0336 -0.7514 -1.0284
H 1.0763 0.5884 0.0152
H 0.1240 -0.7273 0.7929
```

Properties
Charge ... 0
E_HOMO (spin up / spin down) ... -8.528 / -8.523 eV



Arrangement Q

Computed, not measured: the molecule C3H3ClIN3, with the ωB97M-V functional and the def2-TZVPD basis.

Geometry as XYZ:
```
11
Properties=species:S:1:pos:R:3
C 1.9285 -0.9799 -0.1349
C 2.0937 0.2823 -0.0303
C -1.9250 0.6979 0.1735
N 0.6295 -1.6547 -0.1438
N -0.4724 -1.0951 -0.0392
N -0.6200 0.1489 0.0849
Cl 3.1622 -2.1401 -0.0780
I 2.0267 2.2534 -0.1310
H -2.6931 0.0779 0.6579
H -2.0325 1.6669 0.4792
H -2.0977 0.7426 -0.8383
```

Properties
Charge ... 0
E_HOMO (spin up / spin down) ... -8.507 / -8.483 eV



It is arrangement P that is the least stable of them.



Arrangement P

Computed, not measured: a cluster of 2 separate species, C6H12O in total, with the ωB97M-V functional and the def2-TZVPD basis.

Geometry as XYZ:
```
19
Properties=species:S:1:pos:R:3
C 1.7587 0.7187 0.1501
C 0.3476 0.6713 -0.4628
C -0.0007 -0.5455 -0.9601
C -1.9612 1.6184 -0.6170
C -0.6425 1.6304 -0.0774
C -0.4292 2.4087 1.1876
H 1.8759 1.6094 0.7611
H 1.8523 -0.2068 0.7461
H 2.6770 0.6889 -0.4350
H -0.6122 -0.4709 -1.8686
H 0.2518 -1.5384 -0.6184
H -2.1911 2.4670 -1.2507
H -2.6382 0.7737 -0.5891
H -0.2692 1.7539 2.0544
H 0.4967 3.0123 1.1894
H -1.1696 3.1870 1.3456
H 0.0340 -6.3375 0.5015
H 0.0468 -5.4625 -0.8426
O 0.5731 -5.9780 -0.2140
```

Properties
Charge ... +1
Multiplicity ... 2
⟨S²⟩ ... 0.792
E_HOMO (spin up / spin down) ... -13.747 / -13.747 eV



Arrangement Q

Computed, not measured: a structure of composition C6H12O, with the ωB97M-V functional and the def2-TZVPD basis.

Geometry as XYZ:
```
19
Properties=species:S:1:pos:R:3
O 2.1493 1.1985 0.2885
C 2.1594 0.2081 -0.6494
C 0.7074 -0.0817 -1.1053
C -0.3221 -0.2136 -0.0663
C 0.1697 -0.5416 1.3225
C -1.7705 -0.3708 -0.5404
C -2.8011 -0.1406 0.5408
H 2.7930 0.4422 -1.4932
H 2.6173 -0.7675 -0.3097
H 0.4529 -0.1615 -2.1765
H 0.1818 0.8387 -0.4470
H -0.5901 -0.4658 2.0807
H 0.9607 0.1836 1.4905
H 0.5548 -1.5884 1.4199
H -1.8777 0.3499 -1.3503
H -1.9183 -1.3255 -1.0167
H -2.7268 -0.9302 1.3282
H -3.8466 -0.1450 0.1370
H -2.6526 0.8228 1.0182
```

Properties
Charge ... +1
Multiplicity ... 2
⟨S²⟩ ... 0.754
E_HOMO (spin up / spin down) ... -16.091 / -15.587 eV



It is arrangement P that is the least stable of them.